No. 1
The following is a DFT calculation (the ωB97M-V functional and the def2-TZVPD basis) of a structure of composition C6H15BBeCl13 in a non-equilibrium geometry.

Element x y z (Å)
Be1 1.5636 0.9070 -1.5211
B1 0.1396 -0.1887 0.1356
H1 -0.3739 -0.7055 0.9315
H2 0.4464 0.7557 0.5579
H3 0.9963 -0.7553 -0.1949
H4 -0.5503 0.0126 -0.6693
C1 2.2517 2.9819 2.1371
Cl1 3.2096 4.4135 2.4003
Cl2 3.0616 1.8415 1.0601
Cl3 0.6782 3.4475 1.4274
H5 2.0642 2.4786 3.0856
C2 -0.2964 0.2942 3.7913
Cl4 -1.1233 1.5947 4.6508
Cl5 1.2272 0.0183 4.5876
H6 -0.8430 -0.6414 3.6737
H7 -0.0714 0.6271 2.7780
C3 0.4329 -2.8581 -2.7617
Cl6 0.6662 -1.2513 -3.4523
Cl7 1.9349 -3.6923 -3.1112
H8 0.2875 -2.7533 -1.6865
H9 -0.3764 -3.3715 -3.2808
C4 -2.3806 1.3195 -4.0412
Cl8 -2.9942 -0.3767 -4.0042
Cl9 -1.0867 1.7104 -2.9327
H10 -2.0382 1.5759 -5.0438
H11 -3.2183 1.9611 -3.7680
C5 -3.7243 0.8138 -0.0463
Cl10 -5.1360 0.8317 1.0400
Cl11 -2.5344 2.1251 0.3316
H12 -3.1930 -0.1178 0.1485
H13 -3.9730 1.0359 -1.0840
C6 2.9038 -2.7761 1.0912
Cl12 3.5549 -1.3882 0.1023
Cl13 3.2765 -4.3271 0.3803
H14 3.3966 -2.7652 2.0633
H15 1.8219 -2.7773 1.2242

Multiplicity   2
Expectation value of S²   0.755
Charge   +2
Frontier orbital gap (alpha / beta)   5.0855 / 2.5682 eV

---

No. 2
The following is a DFT calculation (the ωB97M-V functional and the def2-TZVPD basis) of a structure of composition C6H15BCdF4NO4S in a non-equilibrium geometry.

Element x y z (Å)
Cd1 0.3389 1.4894 -0.3008
S1 2.8175 1.2418 -1.3567
O1 1.4350 1.1879 -2.0125
O2 3.7210 2.2110 -1.9568
O3 2.3949 1.6293 0.0615
O4 3.4427 -0.0884 -1.3766
B1 -1.0140 3.4708 -0.3267
F1 -1.5984 2.3413 -1.0211
F2 -0.7846 2.9527 1.0089
F3 0.2564 3.7134 -0.8822
F4 -1.8242 4.5587 -0.3388
C1 0.3877 -2.9689 0.2642
C2 0.6720 -1.4748 0.1456
N1 -0.4588 -0.5193 0.2692
C3 -1.6682 -0.9835 -0.4417
C4 -1.4680 -0.9279 -1.9526
C5 -0.8027 -0.4483 1.7213
C6 0.2458 0.2569 2.5641
H1 -0.2464 -3.3472 -0.5378
H2 -0.0850 -3.2302 1.2144
H3 1.3494 -3.4766 0.2104
H4 1.4795 -1.2142 0.8300
H5 1.1653 -1.3023 -0.8175
H6 -2.4653 -0.2941 -0.1671
H7 -1.8946 -2.0137 -0.1595
H8 -2.4122 -1.1832 -2.4338
H9 -0.7076 -1.6418 -2.2801
H10 -1.0887 0.0320 -2.3017
H11 -1.7305 0.1226 1.7898
H12 -0.9855 -1.4545 2.1082
H13 -0.2173 0.6082 3.4903
H14 1.0617 -0.3936 2.8816
H15 0.6844 1.1465 2.1047

Charge   -1
Frontier orbital gap   7.7925 eV
Relative energy (zero: lowest compared OMol25 entry of this formula, charge and spin)   0.0 kcal per mole

---

No. 3
The following is a DFT calculation (the ωB97M-V functional and the def2-TZVPD basis) of a structure of composition C6H15BF4InN3O8 in a non-equilibrium geometry.

Element x y z (Å)
In1 0.5813 0.8671 1.1128
N1 3.1718 -0.9625 2.4931
O1 2.2380 -1.7016 2.1151
O2 2.8776 0.2552 2.6438
O3 4.3140 -1.3294 2.6404
N2 -3.3544 2.1604 0.8424
O4 -3.5715 3.1409 1.5860
O5 -2.2019 1.7132 0.7100
O6 -4.3298 1.6557 0.2918
B1 3.4260 2.1312 -0.0512
F1 4.7736 2.3019 0.0435
F2 3.0770 0.7747 -0.1794
F3 2.7829 2.6406 1.1313
F4 2.9113 2.8102 -1.1535
C1 -2.8552 -0.5131 1.5895
O7 -1.5143 -0.9212 1.4098
C2 -1.2382 -2.0867 0.6676
C3 0.2865 -2.2958 0.4464
N3 0.8537 -1.2607 -0.3941
C4 0.3655 -1.1789 -1.7913
C5 0.7448 0.1938 -2.2653
O8 -0.0690 1.1081 -1.5956
C6 -1.2820 1.4583 -2.3024
H1 -3.3640 -0.5059 0.6225
H2 -2.8893 0.4738 2.0410
H3 -3.3932 -1.1992 2.2499
H4 -1.6949 -2.0069 -0.3254
H5 -1.7446 -2.9594 1.0876
H6 0.3957 -3.3283 0.1052
H7 0.6744 -2.1667 1.4578
H8 1.8573 -1.3608 -0.2724
H9 -0.7034 -1.3311 -1.9004
H10 0.9517 -1.9649 -2.2794
H11 0.9160 0.4686 -3.3066
H12 1.7486 0.3147 -1.8432
H13 -1.8404 0.5936 -2.6725
H14 -0.9163 1.9449 -3.2086
H15 -1.9853 2.0663 -1.7463

Frontier orbital gap   3.6551 eV

---

No. 4
The following is a DFT calculation (the ωB97M-V functional and the def2-TZVPD basis) of a structure of composition C6H15BaN2O3.

Element x y z (Å)
Ba1 -0.2680 1.2198 1.0608
C1 -3.4198 0.5683 -2.0648
C2 -1.9679 0.1850 -1.8573
C3 -1.2976 -0.2787 -3.1390
O1 -1.2422 1.3616 -1.3524
C4 -1.8495 -0.9389 -0.7983
O2 -2.6164 -1.8695 -0.8901
O3 -0.9106 -0.8019 0.0866
H1 -3.5116 1.3241 -2.8487
H2 -3.8568 0.9536 -1.1424
H3 -3.9869 -0.3106 -2.3614
H4 -1.3748 0.4865 -3.9146
H5 -1.7882 -1.1816 -3.4989
H6 -0.2456 -0.5027 -2.9609
H7 -1.3946 2.0780 -1.9804
N1 1.3700 0.2773 3.4992
C5 2.4099 -0.6498 3.0011
C6 3.2063 -0.0696 1.8467
N2 2.3821 0.0848 0.6308
H8 1.8232 1.0157 4.0308
H9 0.8045 -0.2198 4.1814
H10 1.9196 -1.5710 2.6766
H11 3.1103 -0.9310 3.7916
H12 4.0640 -0.7257 1.6757
H13 3.6060 0.9097 2.1208
H14 2.0655 -0.8366 0.3325
H15 2.9690 0.4230 -0.1254

Charge   +1
Frontier orbital gap   8.4434 eV

---

No. 5
The following is a DFT calculation (the ωB97M-V functional and the def2-TZVPD basis) of a structure of composition C6H15CdNO8S2 in a non-equilibrium geometry.

Element x y z (Å)
Cd1 2.1024 -1.2586 0.7741
S1 0.2138 -4.0524 3.1040
O1 0.6948 -5.2555 3.8039
O2 0.3744 -3.9473 1.6508
O3 -1.1601 -4.1519 3.5930
O4 0.9345 -2.8861 3.4750
S2 5.6418 0.1302 -0.6722
O5 5.6957 1.0776 -1.7561
O6 4.7946 -1.0103 -1.0296
O7 6.9323 -0.1876 -0.1709
O8 4.7775 0.6067 0.3942
C1 -0.3768 -0.1728 -2.7436
C2 -0.4335 1.0439 -1.8416
N1 -0.7665 0.6686 -0.4324
C3 -2.1932 0.1276 -0.3489
C4 -3.3602 1.0081 -0.8341
C5 -0.7245 1.9667 0.3545
C6 -1.1789 1.8124 1.8437
H1 -0.1089 0.0326 -3.7800
H2 -1.2748 -0.7892 -2.7854
H3 0.3928 -0.8935 -2.4667
H4 0.5813 1.4376 -1.8977
H5 -1.1246 1.7948 -2.2245
H6 -2.4697 -0.2434 0.6380
H7 -2.2165 -0.8118 -0.9013
H8 -3.5027 1.8579 -0.1665
H9 -4.2489 0.3771 -0.8276
H10 -3.1460 1.2584 -1.8731
H11 0.3082 2.2987 0.4612
H12 -1.2738 2.7910 -0.1003
H13 -2.1729 1.3722 1.9235
H14 -0.5480 1.2133 2.5004
H15 -1.1636 2.7846 2.3363

Charge   -2
Frontier orbital gap   2.5580 eV
Relative energy (zero: lowest compared OMol25 entry of this formula, charge and spin)   167.2 kcal per mole

---

No. 6
The following is a DFT calculation (the ωB97M-V functional and the def2-TZVPD basis) of a structure of composition C6H15CdNO8S2 in a non-equilibrium geometry.

Element x y z (Å)
Cd1 0.8057 1.3090 0.7329
S1 -0.1743 1.0854 3.1045
O1 0.1930 1.7599 4.3163
O2 0.9096 0.4091 2.4577
O3 -1.2571 0.2472 3.6075
O4 -0.5167 2.0051 2.0129
S2 2.3664 2.3994 -0.9939
O5 2.0303 1.9819 -2.3681
O6 2.5356 1.2730 -0.1171
O7 3.4423 3.3693 -1.0238
O8 1.1574 2.8746 -0.3887
C1 1.6595 -1.9978 0.0898
C2 0.9451 -1.1609 -0.9062
N1 -0.1249 -0.2812 -0.3511
C3 -1.0347 -1.0571 0.5136
C4 -1.8339 -2.1967 -0.1754
C5 -0.7997 0.2624 -1.5266
C6 -1.8698 1.3075 -1.1196
H1 2.0246 -1.3765 0.9076
H2 2.5437 -2.4816 -0.3252
H3 1.0191 -2.7599 0.5339
H4 1.6914 -0.5587 -1.4243
H5 0.5038 -1.8514 -1.6249
H6 -1.7698 -0.4125 0.9954
H7 -0.4704 -1.4286 1.3690
H8 -2.4952 -1.8904 -0.9859
H9 -2.3998 -2.8419 0.4966
H10 -1.1664 -2.9617 -0.5723
H11 -0.1088 0.7825 -2.1902
H12 -1.2700 -0.5670 -2.0548
H13 -2.4140 1.7902 -1.9313
H14 -2.6874 0.8680 -0.5482
H15 -1.4347 2.0992 -0.5098

Charge   -2
Frontier orbital gap   6.3665 eV
Relative energy (zero: lowest compared OMol25 entry of this formula, charge and spin)   49.6 kcal per mole

---

No. 7
The following is a DFT calculation (the ωB97M-V functional and the def2-TZVPD basis) of a cluster of 2 separate species, C6H15Cl2N2 in total in a non-equilibrium geometry.

Element x y z (Å)
C1 2.4825 1.3500 -0.0520
C2 -0.0453 -0.0862 -2.1616
C3 1.2987 -0.7421 0.5963
C4 1.0430 0.6283 0.1493
C5 0.1513 0.7314 -1.0602
C6 -2.5174 0.0942 0.3179
N1 -2.1757 -0.2297 1.6654
N2 0.0319 -1.4145 0.9033
Cl1 -2.4189 -1.3516 -0.6068
Cl2 -3.8163 1.1681 -0.0050
H1 2.9692 1.4411 1.0393
H2 3.1189 0.9450 -0.7813
H3 2.2898 2.4256 -0.2813
H4 0.3127 0.3743 -3.1289
H5 0.2424 -1.1698 -2.2584
H6 -1.1803 0.0059 -2.4584
H7 1.7418 -1.2346 -0.2795
H8 1.9182 -0.9050 1.3927
H9 0.5387 1.1257 0.9280
H10 -0.0979 1.8522 -1.2014
H11 -2.2872 0.5950 2.3744
H12 -2.8041 -0.9163 2.0759
H13 -0.4374 -1.4336 -0.0062
H14 -0.5778 -0.8042 1.5570
H15 0.2193 -2.4491 1.2816

Charge   +1
Frontier orbital gap (alpha / beta)   6.8978 / 9.0669 eV
Relative energy (zero: lowest compared OMol25 entry of this formula, charge and spin)   120.3 kcal per mole

---

No. 8
The following is a DFT calculation (the ωB97M-V functional and the def2-TZVPD basis) of a cluster of 2 separate species, C6H15ClNPS in total in a non-equilibrium geometry.

Element x y z (Å)
C1 -1.9539 -0.1281 1.7981
C2 -1.3921 2.4994 -2.1636
C3 1.1741 -1.6667 1.7895
C4 -2.3104 0.3817 0.4444
C5 -1.7271 1.0522 -1.7078
C6 2.4436 -1.9145 0.9943
N1 -1.3728 0.6196 -0.3729
P1 2.8955 -0.0958 -1.2267
S1 3.4516 -0.5244 0.7325
Cl1 4.1658 -1.0240 -2.3261
H1 -2.3657 0.5990 2.5524
H2 -2.3113 -1.1504 2.2099
H3 -0.8869 -0.1946 2.0311
H4 -1.9125 3.2934 -1.7156
H5 -0.3980 2.7405 -2.0846
H6 -1.7386 2.5011 -3.2919
H7 0.5388 -0.9652 1.3828
H8 0.7145 -2.6480 1.9258
H9 1.4561 -1.4887 2.8781
H10 -3.4219 0.3515 0.1311
H11 3.4485 1.2928 -1.3945
H12 -2.8488 0.9927 -1.8832
H13 -1.0453 0.3813 -2.4158
H14 2.2244 -2.3675 0.0294
H15 3.1724 -2.5375 1.6835

SMILES   C/C=N/CC.CCSPCl
Frontier orbital gap   9.4893 eV
Relative energy (zero: lowest compared OMol25 entry of this formula, charge and spin)   36.8 kcal per mole

---

No. 9
The following is a DFT calculation (the ωB97M-V functional and the def2-TZVPD basis) of a structure of composition C6H15ClO3Si in a non-equilibrium geometry.

Element x y z (Å)
Cl1 -1.8331 1.7188 -0.9341
O1 -1.6941 -0.6115 0.9628
O2 0.5230 1.2132 0.9607
O3 0.3507 -0.5658 -0.8254
C1 -3.5098 -1.4266 -0.4285
C2 1.2618 3.4640 0.5833
C3 2.7503 -1.4700 -0.4932
C4 -2.3216 -1.7369 0.4362
C5 1.2288 2.0498 0.0768
C6 1.1811 -1.4820 -0.1227
Si1 -0.6036 0.3209 0.0984
H1 -3.8907 -2.3043 -0.9176
H2 -4.1941 -0.9682 0.3552
H3 -3.2071 -0.7214 -1.2077
H4 0.4716 4.1021 0.1845
H5 2.1519 3.9692 0.2545
H6 1.3061 3.4762 1.7290
H7 2.9065 -1.8508 -1.4786
H8 3.0515 -0.4742 -0.5116
H9 3.4230 -2.0490 0.2135
H10 -1.5643 -2.3255 -0.1456
H11 -2.4991 -2.2466 1.3770
H12 2.1994 1.6115 0.0901
H13 0.8884 1.9445 -0.9914
H14 1.0690 -1.2006 0.9518
H15 0.5543 -2.4370 -0.2175

Frontier orbital gap   11.3990 eV
Relative energy (zero: lowest compared OMol25 entry of this formula, charge and spin)   0.0 kcal per mole

---

No. 10
The following is a DFT calculation (the ωB97M-V functional and the def2-TZVPD basis) of a structure of composition C6H15F4KN2O12PS4 in a non-equilibrium geometry.

Element x y z (Å)
K1 0.0001 -1.9006 5.7951
N1 1.6187 -5.8588 7.6620
S1 2.6083 -6.8012 7.0881
O1 2.5050 -8.1659 7.6328
O2 3.8941 -6.2334 6.6540
F1 1.7594 -6.9108 5.7436
S2 2.6919 -5.2560 8.9287
O3 3.2679 -3.9764 8.4819
O4 3.5737 -6.1131 9.7522
F2 1.4991 -4.8896 9.9295
N2 -3.9797 -3.4196 4.1447
S3 -4.2069 -4.0527 2.5747
O5 -4.4024 -2.9741 1.6234
O6 -4.8247 -5.3507 2.3227
F3 -2.6885 -4.3788 2.1565
S4 -5.3259 -2.7855 4.2089
O7 -6.4490 -3.7114 4.1893
O8 -5.5685 -1.4922 3.6287
F4 -5.1643 -2.3107 5.7325
C1 0.0632 3.4171 -7.4677
C2 0.9637 2.3728 -6.8402
O9 0.4823 2.0368 -5.5407
P1 1.0348 2.8089 -4.2370
O10 2.3517 2.3334 -3.7282
O11 1.0577 4.3688 -4.7257
C3 2.2240 5.1337 -4.4002
C4 1.9160 5.8996 -3.1148
O12 -0.2000 2.8137 -3.2103
C5 -0.5988 1.6554 -2.3842
C6 -0.5984 1.9408 -0.8779
H1 -0.1321 4.2220 -6.7592
H2 0.6212 3.6865 -8.3645
H3 -0.8368 2.9511 -7.8690
H4 1.1804 1.5110 -7.4714
H5 2.0010 2.6630 -6.6735
H6 3.1137 4.5209 -4.2551
H7 2.3264 5.8596 -5.2069
H8 1.3623 5.1994 -2.4893
H9 2.8298 6.2386 -2.6268
H10 1.2191 6.7354 -3.1758
H11 -1.5845 1.3532 -2.7379
H12 0.1445 0.8712 -2.5280
H13 -0.7511 1.0297 -0.2995
H14 0.3859 2.2822 -0.5574
H15 -1.3843 2.6768 -0.7080

Charge   -1
Frontier orbital gap   7.0642 eV
Relative energy (zero: lowest compared OMol25 entry of this formula, charge and spin)   108.6 kcal per mole

---

No. 11
The following is a DFT calculation (the ωB97M-V functional and the def2-TZVPD basis) of a cluster of 2 separate species, C6H15FN3 in total in a non-equilibrium geometry.

Element x y z (Å)
C1 -0.0565 -0.5336 1.0697
C2 -1.1074 1.5657 -2.5106
C3 2.6971 0.0534 -0.8243
C4 -1.4727 -0.9780 3.1988
C5 -0.9864 0.7839 -1.1320
C6 0.3913 0.7621 -0.5997
N1 0.2885 -1.7915 0.7192
N2 1.3870 0.1006 -1.2468
N3 -0.7558 -0.2021 2.0985
F1 0.9908 -1.0857 -1.8792
H1 -2.0139 1.2835 -3.1263
H2 -1.2387 2.6301 -2.3557
H3 -0.1964 1.3875 -3.0681
H4 3.2945 0.7377 -1.3088
H5 2.8079 0.2701 0.1862
H6 3.3329 -0.8184 -1.0617
H7 -2.4591 -0.8485 2.9366
H8 -1.3083 -0.5678 4.1715
H9 -1.2168 -1.9613 3.3481
H10 -1.2485 -0.2188 -1.1823
H11 -1.6870 1.2307 -0.5080
H12 0.8433 1.6537 -0.1247
H13 0.6084 -1.7869 -0.2697
H14 -0.0450 -2.5456 1.2642
H15 -0.8495 0.8793 2.2051

Charge   +1
Frontier orbital gap   10.2019 eV
Relative energy (zero: lowest compared OMol25 entry of this formula, charge and spin)   91.9 kcal per mole

---

No. 12
The following is a DFT calculation (the ωB97M-V functional and the def2-TZVPD basis) of the ion C6H15FP with charge +1 in a non-equilibrium geometry.

Element x y z (Å)
C1 0.9931 2.3586 0.7832
C2 1.6834 -1.9498 -0.1811
C3 -2.6738 -0.6399 -0.3167
C4 1.1302 1.3317 -0.4390
C5 0.5123 -1.3793 0.5639
C6 -1.6953 0.5717 -0.0235
F1 0.0255 -0.6302 -1.8391
P1 -0.0575 -0.0150 -0.3834
H1 -0.0297 2.8114 0.8951
H2 1.3877 1.8802 1.7300
H3 1.7239 3.1501 0.5381
H4 1.3154 -2.5469 -1.0622
H5 2.2673 -1.2635 -0.6642
H6 2.4147 -2.4994 0.5543
H7 -2.5613 -0.8991 -1.3353
H8 -2.2771 -1.4855 0.3315
H9 -3.7632 -0.3842 -0.0943
H10 2.1204 0.8292 -0.3095
H11 0.8873 1.9179 -1.3842
H12 0.6513 -1.0585 1.6533
H13 -0.2227 -2.1651 0.8002
H14 -1.9113 0.8255 0.9870
H15 -1.9205 1.2398 -0.8040

Charge   +1
Frontier orbital gap   13.0775 eV
Relative energy (zero: lowest compared OMol25 entry of this formula, charge and spin)   0.0 kcal per mole

---

Q: What is the formula in the ninth record?
A: C6H15ClO3Si